# 1
A cluster of 9 separate species, C4H24O8 in total in a non-equilibrium geometry. Source: OMol25; level of theory: ωB97M-V/def2-TZVPD.

Last column: Mulliken charge in e.
Geometry (Å):
1 C 2.88 2.01 1.27  -1.074
2 C 2.69 1.18 0.04  -0.522
3 C 1.64 0.33 -0.08  0.105
4 C 1.34 -0.21 -1.42  -0.508
5 H 1.97 2.71 1.26  0.155
6 H 3.00 1.50 2.14  0.364
7 H 3.76 2.60 1.37  0.409
8 H 3.60 1.44 -0.68  0.160
9 H 0.78 0.43 0.62  0.565
10 H 1.03 -1.24 -1.25  0.502
11 H 0.61 0.44 -1.95  -0.291
12 H 2.32 -0.39 -1.96  0.332
13 H -1.63 -0.03 -0.01  0.271
14 H -1.45 -1.47 0.20  0.256
15 O -1.10 -0.72 0.33  -0.442
16 H -2.28 0.75 2.71  0.251
17 H -1.25 0.28 1.77  0.424
18 O -1.59 1.05 2.30  -0.681
19 H -0.47 -3.75 2.86  0.277
20 H 0.05 -3.23 1.71  0.218
21 O -0.78 -3.37 2.06  -0.512
22 H 0.70 -2.04 -0.24  0.225
23 H 1.73 -3.13 -0.39  0.320
24 O 1.17 -2.67 0.18  -0.669
25 H -3.26 -3.02 0.99  0.291
26 H -2.48 -3.37 -0.16  0.333
27 O -3.10 -2.56 0.18  -0.694
28 H 0.75 2.67 -2.45  0.258
29 H 1.36 3.22 -1.28  0.324
30 O 1.43 3.13 -2.27  -0.588
31 H -0.49 1.87 0.01  0.268
32 H -1.75 2.04 0.84  0.374
33 O -1.44 1.97 -0.03  -0.696
34 H -1.22 0.29 -3.47  0.289
35 H -1.62 1.60 -2.53  0.288
36 O -1.47 0.67 -2.62  -0.582

Computed properties:
- Structure (SMILES): C/C=C/C.O.O.O.O.O.O.O.O
- DFT total energy: -768.5449 hartree
- Multiplicity: 1
- ΔE to the lowest compared entry with this formula, charge and spin: 104.6 kcal/mol
- E_HOMO: -9.005 eV

# 2
A cluster of 7 separate species, C4H25N2O6 in total in a non-equilibrium geometry. Source: OMol25; level of theory: ωB97M-V/def2-TZVPD.

Last column: Löwdin spin population.
Geometry (Å):
1 C 0.51 -0.17 1.64  0.038
2 C -1.00 -0.36 1.36  0.024
3 C -1.37 -0.59 -0.08  0.028
4 C -1.42 0.67 -2.23  0.054
5 N -1.36 0.70 -0.77  0.008
6 N 1.15 0.58 0.51  0.025
7 H 1.04 -1.13 1.83  0.008
8 H 0.55 0.61 2.47  0.007
9 H -1.40 -1.14 2.02  0.003
10 H -1.46 0.60 1.65  0.004
11 H -2.41 -1.05 -0.09  0.004
12 H -0.86 -1.32 -0.70  0.017
13 H -0.44 0.44 -2.61  0.024
14 H -1.68 1.66 -2.60  0.005
15 H -2.18 0.03 -2.70  0.004
16 H -1.88 1.48 -0.42  0.005
17 H 0.34 0.72 -0.17  0.008
18 H 1.59 1.57 0.74  0.014
19 H 1.82 0.02 -0.04  0.025
20 H 1.87 -2.66 -2.69  0.082
21 H 1.27 -4.01 -2.30  0.031
22 O 1.48 -3.14 -1.92  0.139
23 H -2.03 4.25 1.91  0.009
24 H -2.34 2.78 1.98  0.011
25 O -1.63 3.39 1.73  0.033
26 H 2.58 0.28 -3.17  0.066
27 H 3.17 1.65 -2.62  0.025
28 O 2.52 0.95 -2.47  0.121
29 H 2.48 -2.29 0.31  0.024
30 H 3.94 -2.14 0.73  0.017
31 O 3.05 -1.81 0.92  0.064
32 H -2.83 -3.41 1.78  0.004
33 H -2.65 -3.66 0.29  0.009
34 O -2.77 -2.96 0.93  0.019
35 H 0.04 3.26 1.26  0.007
36 H 1.33 3.22 2.19  0.009
37 O 0.99 2.99 1.32  0.029

Computed properties:
- ⟨S²⟩: 0.751
- DFT total energy: -728.1914 hartree
- Multiplicity: 2
- ΔE to the lowest compared entry with this formula, charge and spin: 49.4 kcal/mol
- E_HOMO (spin up / spin down): -2.025 / -8.894 eV

# 3
A cluster of 8 separate species, C4H25N2O7 in total in a non-equilibrium geometry. Source: OMol25; level of theory: ωB97M-V/def2-TZVPD.

Last column: Mulliken charge in e.
Geometry (Å):
1 C 0.78 1.07 2.09  -0.616
2 C 1.06 -0.47 2.28  -0.583
3 C -0.18 -1.23 2.33  -0.699
4 C -0.49 -1.92 1.20  0.161
5 N -1.38 -2.93 0.90  -0.421
6 N 0.29 1.36 0.70  0.059
7 H 1.80 1.46 2.30  0.404
8 H -0.01 1.44 2.84  0.360
9 H 1.88 -0.77 1.63  0.375
10 H 1.51 -0.81 3.32  0.323
11 H -0.74 -1.31 3.21  0.565
12 H 0.07 -1.52 0.28  -0.117
13 H -1.95 -3.26 1.75  0.271
14 H -2.01 -2.70 0.20  0.303
15 H 0.45 2.34 0.42  0.293
16 H 0.82 0.93 -0.06  0.265
17 H -0.71 1.11 0.82  0.063
18 H -3.13 2.17 0.27  0.291
19 H -3.90 1.38 1.43  0.300
20 O -2.98 1.56 0.99  -0.607
21 H -0.73 4.53 0.29  0.291
22 H -2.22 4.38 0.35  0.276
23 O -1.43 3.99 0.08  -0.565
24 H -0.14 -1.37 -1.79  0.282
25 H 0.89 -0.98 -2.99  0.327
26 O -0.03 -0.71 -2.45  -0.617
27 H 1.69 2.18 -3.32  0.306
28 H 0.69 3.10 -2.84  0.311
29 O 1.48 2.67 -2.52  -0.611
30 H -1.90 -0.02 -2.19  0.330
31 H -2.06 -0.90 -0.87  0.213
32 O -2.03 -0.09 -1.22  -0.514
33 H 1.64 -2.92 0.47  0.315
34 H 2.51 -2.82 -0.67  0.275
35 O 2.36 -2.37 0.08  -0.587
36 H 3.31 -2.04 -2.76  0.233
37 H 2.34 -2.58 -3.62  0.313
38 O 2.49 -1.96 -2.91  -0.565

Computed properties:
- DFT total energy: -803.2425 hartree
- Charge: +1
- Multiplicity: 1
- ΔE to the lowest compared entry with this formula, charge and spin: 129.8 kcal/mol
- E_HOMO: -11.502 eV

# 4
A cluster of 7 separate species, C4H25N2O7 in total in a non-equilibrium geometry. Source: OMol25; level of theory: ωB97M-V/def2-TZVPD.

Last column: Mulliken charge in e.
Geometry (Å):
1 N 0.01 0.27 -0.32  -0.027
2 C -0.37 -0.69 0.76  0.476
3 C -0.70 -2.03 0.13  -1.194
4 O -1.63 -1.88 -1.00  -0.547
5 C 0.89 -0.94 1.61  -0.876
6 N 1.30 0.25 2.27  -0.092
7 C 2.69 0.72 2.24  -0.932
8 H 0.51 1.01 0.19  0.466
9 H -0.84 0.59 -0.74  0.206
10 H 0.60 -0.28 -0.92  0.305
11 H -1.29 -0.40 1.27  0.327
12 H -1.20 -2.73 0.79  0.383
13 H 0.11 -2.49 -0.43  0.393
14 H -2.41 -1.43 -0.67  0.350
15 H 0.77 -1.82 2.25  0.390
16 H 1.68 -1.25 0.93  0.244
17 H 0.85 0.68 3.05  0.197
18 H 3.29 0.14 1.54  0.292
19 H 3.15 0.51 3.21  0.357
20 H 2.75 1.78 2.05  0.268
21 H -2.82 3.02 -1.32  0.285
22 H -3.44 1.72 -1.50  0.268
23 O -2.68 2.10 -1.11  -0.628
24 H -3.21 -2.42 1.45  0.289
25 H -4.24 -1.29 1.88  0.283
26 O -3.40 -1.49 1.49  -0.561
27 H 3.12 -1.71 -1.81  0.292
28 H 2.77 -3.09 -1.26  0.281
29 O 2.39 -2.22 -1.46  -0.563
30 H -1.32 2.49 0.07  0.370
31 H -1.20 3.22 1.45  0.289
32 O -0.79 2.59 0.87  -0.583
33 H -0.34 -0.07 -3.58  0.280
34 H -0.46 -1.50 -4.24  0.321
35 O -0.55 -0.56 -4.37  -0.603
36 H 2.20 2.42 -2.08  0.301
37 H 2.13 3.73 -1.12  0.305
38 O 1.68 3.04 -1.57  -0.609

Computed properties:
- DFT total energy: -803.3291 hartree
- Charge: +1
- Multiplicity: 1
- ΔE to the lowest compared entry with this formula, charge and spin: 75.4 kcal/mol
- E_HOMO: -11.756 eV